Formula: C27H57FN3O13S2
Source: the OMol25 dataset
Level of theory: wB97M-V/def2-TZVPD

Results
Calculated total energy: -3100.98598 hartree
LUMO: -3.611 eV
Net charge: +1
F_max: 2.890 eV/Å
Orbital gap: 7.01 eV
HOMO energy: -10.62 eV

Geometry (Å):
1 C -1.839132 -1.644141 -3.604942
2 C -1.221854 -1.085381 -2.508751
3 C -0.005296 -0.190604 -2.565615
4 N 0.262914 0.386472 -1.237530
5 C 1.265604 -0.017497 -0.529593
6 N 2.197638 -0.953193 -0.934469
7 C 3.172381 -1.238460 0.116551
8 O 4.489996 -1.090944 -0.215888
9 C 4.921731 -1.798623 -1.414834
10 C 5.473026 -0.860497 -2.499799
11 S 2.987891 -2.939279 0.829115
12 C 1.340481 -3.154819 1.525459
13 O 3.159814 -3.955685 -0.170477
14 O 3.995489 -3.047882 1.830752
15 C 2.891710 -0.033068 1.068340
16 C 3.293094 -0.139825 2.537725
17 O 2.539103 -1.093666 3.228567
18 C 2.538330 -0.883615 4.644144
19 C 1.230426 -1.386408 5.283944
20 C 1.492764 -2.410767 6.393933
21 S 3.941413 1.411614 0.458158
22 O 3.417145 2.554575 1.104411
23 O 3.839371 1.514640 -0.957700
24 F 5.388362 1.247640 0.956332
25 N 1.586813 0.432470 0.709562
26 C 0.537615 0.604179 1.714781
27 O 0.813155 1.682327 2.539060
28 C -0.188379 1.717462 3.555813
29 H -1.386385 -2.494846 -4.108443
30 H -2.781062 -1.236629 -3.955461
31 H -1.637070 -1.264282 -1.515395
32 H -0.235624 0.625342 -3.240160
33 H 0.881993 -0.678705 -2.970796
34 H -0.302401 1.126102 -0.840528
35 H 2.608410 -0.521829 -1.767565
36 H 5.713306 -2.471068 -1.102546
37 H 4.142399 -2.417422 -1.846637
38 H 6.401302 -1.259136 -2.891820
39 H 4.783772 -0.881939 -3.346325
40 H 5.564909 0.170594 -2.179762
41 H 0.796639 -3.874264 0.925638
42 H 1.434091 -3.452434 2.559709
43 H 0.824871 -2.200458 1.421504
44 H 3.283145 0.858394 2.978859
45 H 4.339998 -0.469839 2.524888
46 H 3.402031 -1.390779 5.074669
47 H 2.626863 0.178035 4.886411
48 H 0.664194 -1.847531 4.471567
49 H 0.656845 -0.540848 5.648248
50 H 2.288066 -3.081950 6.078549
51 H 1.735097 -1.945188 7.342763
52 H 0.591609 -3.007202 6.517407
53 H 0.325097 -0.313541 2.268511
54 H -0.385076 0.851032 1.166391
55 H -0.224964 0.776856 4.106522
56 H 0.040503 2.499668 4.268671
57 H -1.171013 1.860708 3.099148
58 C -8.003436 -3.489343 -5.342323
59 O -7.345519 -4.017044 -4.207728
60 C -7.940046 -5.193343 -3.682025
61 C -6.910046 -6.255458 -3.352383
62 O -6.250073 -6.840639 -4.464335
63 C -5.357215 -6.051876 -5.230674
64 C -4.080796 -5.627289 -4.529931
65 O -4.324044 -4.697359 -3.483549
66 C -3.638206 -4.980646 -2.285287
67 H -8.836805 -2.847440 -5.039806
68 H -7.281579 -2.888967 -5.896561
69 H -8.368426 -4.279102 -6.005175
70 H -8.679235 -5.608913 -4.373585
71 H -8.456456 -4.917504 -2.753907
72 H -7.445276 -7.080977 -2.876681
73 H -6.192685 -5.894821 -2.613895
74 H -5.869873 -5.195148 -5.670658
75 H -5.060735 -6.690579 -6.066560
76 H -3.429766 -5.137646 -5.265169
77 H -3.572115 -6.521701 -4.155577
78 H -3.629622 -6.052021 -2.064362
79 H -4.160897 -4.471950 -1.474561
80 H -2.608621 -4.604177 -2.338528
81 C 0.462199 9.780980 2.300399
82 O 0.294345 8.376648 2.309477
83 C -0.536444 7.878946 1.277806
84 C 0.058191 6.654364 0.609312
85 O 1.226974 6.876711 -0.162128
86 C 2.431147 7.240388 0.500379
87 C 3.049771 6.170097 1.377863
88 O 2.259626 5.895072 2.523086
89 C 2.083590 4.518343 2.777968
90 H -0.362870 10.269968 2.827526
91 H 1.393189 10.007480 2.819480
92 H 0.535314 10.175415 1.282619
93 H -0.734867 8.643863 0.520414
94 H -1.493745 7.590458 1.732338
95 H -0.686206 6.291031 -0.105985
96 H 0.209160 5.846640 1.328351
97 H 2.310081 8.177686 1.044271
98 H 3.144987 7.444914 -0.301524
99 H 4.026741 6.527980 1.724999
100 H 3.203709 5.268646 0.775583
101 H 1.921095 3.959610 1.861680
102 H 1.194325 4.411816 3.403260
103 H 2.948012 4.113025 3.315021

Atoms 1-6, force components in eV/Å:
0.642 -0.004 0.452
-0.274 -0.139 -0.078
0.180 -1.338 0.093
0.429 -0.379 -0.419
1.517 -0.488 1.503
-0.678 0.785 -1.674


Formula: C42H64F8N3O18
Source: the OMol25 dataset
Level of theory: wB97M-V/def2-TZVPD

Results
Calculated total energy: -3955.88543 hartree
LUMO: -2.749 eV
Net charge: +1
ΔE to the lowest compared entry with this formula, charge and spin: 146.59 kcal/mol
F_max: 5.018 eV/Å
Orbital gap: 8.59 eV
HOMO energy: -11.34 eV

Geometry (Å):
1 C 3.983722 1.721934 -0.140982
2 O 2.618470 2.334485 -0.252584
3 C 2.488859 2.656680 -1.703842
4 N 1.463410 3.746496 -1.935668
5 C 0.066910 3.319325 -1.459219
6 N -0.575439 1.990050 -1.861364
7 N -0.594889 4.258966 -0.658456
8 C -2.006070 3.970337 -0.104199
9 C -3.155691 4.130347 -1.276701
10 O -4.073103 2.984618 -1.201074
11 C -5.235953 3.250554 -0.333007
12 C -5.408034 2.221458 0.929094
13 F -6.117477 3.007975 2.007271
14 F -4.050555 1.934113 1.498340
15 C -6.324650 0.900714 0.656902
16 F -5.943393 -0.194955 1.625117
17 F -7.767338 1.204229 0.980050
18 C -6.285852 0.286769 -0.854624
19 F -7.009240 1.129378 -1.878670
20 F -7.086258 -0.994296 -0.801412
21 C -4.807509 -0.138305 -1.415863
22 F -3.760153 -0.302922 -0.382583
23 F -4.964427 -1.491139 -2.069171
24 H 4.045506 0.960038 0.758688
25 H 4.748668 2.607295 0.019419
26 H 4.263764 1.107194 -1.108284
27 H 3.529166 2.990323 -2.141429
28 H 2.206929 1.650919 -2.237825
29 H 1.795652 4.552280 -1.325808
30 H 0.051224 1.437189 -2.497096
31 H -0.859901 1.435473 -1.021861
32 H -0.126612 5.177773 -0.393722
33 H -1.946015 2.857435 0.320154
34 H -2.303119 4.692934 0.771832
35 H -3.669720 5.181579 -1.314945
36 H -2.571468 4.021346 -2.311319
37 H -5.039786 4.326523 0.146430
38 H -6.241525 3.390156 -0.960949
39 H -4.473681 0.581474 -2.307969
40 O -1.641068 5.421854 -3.813280
41 C -0.907302 5.967388 -4.620843
42 O -1.322762 6.475036 -5.818288
43 C -0.188352 6.937355 -6.549830
44 C 0.878800 7.182979 -5.515531
45 C 0.574232 6.138008 -4.472132
46 H 0.100998 6.165221 -7.270420
47 H -0.447380 7.850494 -7.093615
48 H 1.892716 7.116140 -5.918839
49 H 0.752240 8.182510 -5.082016
50 H 1.067411 5.187178 -4.692384
51 H 0.832414 6.485424 -3.469108
52 O 2.233497 7.531021 -2.836390
53 C 2.988489 7.499105 -1.878712
54 O 4.072654 6.675038 -1.780281
55 C 4.659368 6.825366 -0.488403
56 C 4.205399 8.176071 -0.000113
57 C 2.842027 8.313579 -0.629172
58 H 4.305710 6.011121 0.152765
59 H 5.748663 6.765578 -0.568905
60 H 4.194682 8.258480 1.089953
61 H 4.870776 8.955057 -0.391862
62 H 2.059584 7.873056 -0.005043
63 H 2.611097 9.355526 -0.862473
64 O 0.656741 3.039849 1.848428
65 C 0.309815 1.917864 2.178535
66 O -0.703366 1.219946 1.586450
67 C -0.905251 -0.002848 2.293413
68 C 0.391812 -0.265084 3.012982
69 C 0.891779 1.126014 3.310110
70 H -1.744880 0.127556 2.984198
71 H -1.148462 -0.801569 1.586651
72 H 0.271612 -0.886548 3.904320
73 H 1.093901 -0.771528 2.339484
74 H 0.494960 1.507918 4.254831
75 H 1.983285 1.170284 3.301961
76 O 3.829665 2.907923 5.615772
77 C 3.534570 1.933769 6.288171
78 O 2.474042 1.113296 6.030699
79 C 2.364265 0.147999 7.075655
80 C 3.733389 0.080276 7.700021
81 C 4.243207 1.489235 7.531712
82 H 1.600508 0.485476 7.784139
83 H 2.058599 -0.815339 6.657126
84 H 3.716218 -0.257597 8.739587
85 H 4.367252 -0.610065 7.130233
86 H 3.943160 2.132642 8.363464
87 H 5.327073 1.510240 7.396784
88 O 2.091134 -3.947177 0.781651
89 C 0.881966 -4.058191 0.664318
90 O -0.024691 -3.613265 1.583124
91 C -1.334733 -4.005873 1.176397
92 C -1.236789 -4.240031 -0.308358
93 C 0.177728 -4.735805 -0.471930
94 H -1.612951 -4.913138 1.722866
95 H -2.048924 -3.213361 1.418218
96 H -1.990798 -4.936263 -0.685031
97 H -1.356832 -3.289637 -0.842543
98 H 0.247017 -5.819166 -0.340244
99 H 0.599820 -4.434375 -1.433382
100 O -0.853460 -5.359710 -2.893901
101 C -1.759222 -5.779709 -3.594882
102 O -2.150240 -7.086869 -3.646132
103 C -3.156939 -7.235651 -4.646232
104 C -3.746412 -5.861042 -4.824820
105 C -2.569454 -4.958964 -4.551998
106 H -2.686888 -7.608622 -5.562261
107 H -3.905098 -7.960073 -4.311433
108 H -4.194634 -5.709565 -5.810367
109 H -4.523256 -5.689539 -4.069761
110 H -1.979323 -4.775871 -5.454238
111 H -2.883126 -4.017033 -4.096160
112 O 0.433497 -8.842900 -5.302947
113 C 1.188489 -8.874815 -4.345269
114 O 2.272654 -9.698883 -4.246838
115 C 2.859368 -9.548555 -2.954960
116 C 2.405399 -8.197850 -2.466670
117 C 1.042027 -8.060342 -3.095729
118 H 2.505710 -10.362800 -2.313792
119 H 3.948663 -9.608343 -3.035462
120 H 2.394682 -8.115441 -1.376604
121 H 3.070776 -7.418864 -2.858419
122 H 0.259584 -8.500865 -2.471600
123 H 0.811097 -7.018395 -3.329030
124 O -0.064649 -2.014258 6.897595
125 C 0.343553 -2.946987 6.225607
126 O 1.087253 -2.809379 5.088873
127 C 1.293883 -4.095176 4.505941
128 C 1.102298 -5.077639 5.631544
129 C 0.069230 -4.395986 6.492662
130 H 0.563314 -4.235929 3.702434
131 H 2.301154 -4.150704 4.082927
132 H 0.800172 -6.070955 5.289208
133 H 2.037554 -5.183708 6.194624
134 H -0.948828 -4.632244 6.170866
135 H 0.207013 -4.635089 7.549666

Atoms 1-6, force components in eV/Å:
0.665 -0.234 0.422
1.829 -0.349 -2.524
0.486 -1.018 0.015
-1.996 -2.055 2.545
0.362 1.092 1.105
2.552 3.262 1.166


Among the records above, which one has the lowest LUMO? C27H57FN3O13S2


Among the records above, which one has the highest F_max? C42H64F8N3O18


The lowest orbital gap belongs to which entry? C27H57FN3O13S2